1.
Formula: C8H15N3O5
Source: the Open Molecules 2025 dataset
Level of theory: ωB97M-V/def2-TZVPD

Last column: Löwdin charge in e.
Positions of all 31 atoms, in Å:
C1 0.710 1.599 -0.516  -0.326
C2 -0.170 0.392 -0.573  -0.374
C3 2.182 1.258 -0.512  -0.146
C4 2.693 0.327 0.638  -0.090
C5 3.570 -0.823 0.165  -0.562
C6 -2.420 -0.551 -0.285  -0.133
C7 -3.870 -0.003 -0.073  -0.452
C8 -2.120 -1.646 0.788  -0.220
H1 0.476 2.162 1.533  0.091
H2 0.826 3.317 0.399  0.078
H3 0.554 2.189 -1.454  0.169
H4 2.768 2.220 -0.569  0.132
H5 2.394 0.782 -1.470  0.112
H6 3.318 0.949 1.320  0.125
H7 1.896 -0.013 1.266  0.104
H8 3.523 -2.389 -1.144  0.103
H9 1.961 -1.712 -0.740  0.092
H10 -1.693 1.449 0.136  0.123
H11 -2.327 -0.965 -1.248  0.143
H12 -2.009 -1.143 1.766  0.131
H13 -2.984 -2.262 1.031  0.121
H14 -0.439 -2.042 -0.006  0.052
H15 -5.732 -0.498 -0.170  0.178
N1 0.283 2.485 0.585  0.056
N2 2.996 -1.722 -0.638  0.174
N3 -1.446 0.555 -0.224  0.144
O1 0.301 -0.729 -0.969  -0.017
O2 4.753 -0.895 0.476  0.030
O3 -4.078 1.078 0.459  0.100
O4 -1.088 -2.546 0.537  -0.047
O5 -4.829 -0.827 -0.508  0.109

Values from the calculation:
- SMILES: NC(=O)CC[C@H](N)C(=O)N[C@@H](CO)C(=O)O
- Spin multiplicity: 1
- Gap between HOMO and LUMO: 9.7 eV
- E_LUMO: 0.0124 Ha
- Charge: 0
- Relative energy (zero: lowest compared OMol25 entry of this formula, charge and spin): 8.71 kcal/mol

---

2.
Formula: C8H15N4
Source: the Open Molecules 2025 dataset
Level of theory: ωB97M-V/def2-TZVPD

Last column: Mulliken spin population.
Positions of all 27 atoms, in Å:
C1 -3.643 -0.908 0.238  -0.011
C2 -3.567 -0.050 -0.808  0.120
C3 -1.502 -0.426 0.000  1.449
C4 2.181 -0.135 -1.118  0.000
C5 2.160 1.293 -0.621  0.007
C6 1.005 0.017 0.825  0.128
C7 1.367 -2.316 0.093  -0.005
C8 0.663 2.433 1.137  0.031
N1 -2.384 -1.109 0.663  0.109
N2 -2.183 0.277 -0.968  0.166
N3 1.691 -0.824 0.042  0.039
N4 1.240 1.288 0.567  0.071
H1 -4.465 -1.341 0.703  0.004
H2 -4.229 0.478 -1.430  0.012
H3 1.525 -0.536 -1.872  0.009
H4 3.263 -0.580 -1.184  -0.002
H5 3.090 1.732 -0.379  0.001
H6 1.696 1.954 -1.432  -0.001
H7 0.383 -0.458 1.586  -0.054
H8 0.559 -2.634 0.784  0.007
H9 1.307 -2.768 -0.825  -0.001
H10 2.373 -2.707 0.431  -0.002
H11 -0.208 2.301 1.716  -0.018
H12 1.511 2.934 1.576  0.003
H13 0.141 2.999 0.428  -0.003
H14 -1.732 0.873 -1.589  -0.034
H15 -2.242 -1.787 1.437  -0.023

Values from the calculation:
- Spin multiplicity: 3
- ⟨S²⟩: 2.01
- Gap between HOMO and LUMO (alpha / beta): 4.9 / 7.0 eV
- E_LUMO (alpha / beta): -0.0910 / -0.1822 Ha
- Charge: +1
- Relative energy (zero: lowest compared OMol25 entry of this formula, charge and spin): 76.24 kcal/mol

---

3.
Formula: C8H15NO
Source: the Open Molecules 2025 dataset
Level of theory: ωB97M-V/def2-TZVPD

Last column: Löwdin charge in e.
Positions of all 25 atoms, in Å:
C1 -2.883 -0.264 -1.798  -0.091
C2 -1.536 -0.823 -1.178  -0.259
C3 -0.404 0.123 -1.068  -0.234
C4 -0.758 1.241 0.087  -0.152
C5 0.258 0.791 1.175  -0.190
C6 1.739 1.039 2.015  -0.108
C7 2.329 -0.406 1.572  -0.223
C8 0.990 -0.856 -0.650  -0.227
H1 -3.024 -0.084 -2.886  0.073
H2 -3.632 -1.099 -1.704  0.075
H3 -3.321 0.607 -1.307  0.048
H4 -1.540 -1.207 -0.023  0.165
H5 -1.347 -1.820 -1.569  0.090
H6 -0.133 0.683 -1.992  0.136
H7 -0.518 2.317 -0.518  0.158
H8 -1.920 1.308 0.281  0.112
H9 0.029 -0.206 1.630  0.097
H10 0.839 0.621 0.331  -0.023
H11 2.210 2.041 1.749  0.103
H12 1.482 1.151 3.109  0.086
H13 1.526 -1.133 2.215  0.171
H14 3.357 -0.372 1.841  0.093
H15 3.028 -1.138 -0.138  0.092
N1 2.274 -0.571 0.134  0.003
O1 0.954 -1.944 -1.309  0.005

Values from the calculation:
- SMILES: CC[C@H]1CCCCNC1=O
- Spin multiplicity: 1
- Gap between HOMO and LUMO: 10.3 eV
- E_LUMO: 0.0336 Ha
- Charge: 0
- Relative energy (zero: lowest compared OMol25 entry of this formula, charge and spin): 171.04 kcal/mol

---

4.
Formula: C8H15NO2
Source: the Open Molecules 2025 dataset
Level of theory: ωB97M-V/def2-TZVPD

Last column: Löwdin charge in e.
Positions of all 26 atoms, in Å:
C1 0.848 -1.086 0.862  -0.061
C2 1.999 -0.787 -0.061  -0.342
C3 2.187 -1.340 -1.243  0.053
C4 2.908 0.302 0.413  -0.306
C5 2.861 1.663 -0.176  -0.127
C6 -2.920 -0.925 0.107  -0.181
C7 -2.985 0.287 1.026  -0.174
C8 -3.296 0.971 -1.065  -0.241
H1 0.471 -2.115 0.748  0.081
H2 1.135 -0.959 1.917  0.077
H3 0.000 -0.382 0.686  0.078
H4 1.535 -2.112 -1.618  0.061
H5 3.015 -1.049 -1.864  0.056
H6 3.154 0.206 1.470  0.136
H7 3.082 2.482 0.500  0.098
H8 2.174 1.887 -0.983  0.107
H9 4.783 1.011 0.039  0.083
H10 -2.001 -1.532 0.192  0.107
H11 -3.770 -1.617 0.285  0.125
H12 -2.226 0.319 1.824  0.127
H13 -3.995 0.365 1.463  0.123
H14 -2.815 1.547 -1.876  0.142
H15 -4.400 1.108 -1.106  0.137
N1 3.971 0.760 -0.493  0.023
O1 -2.762 1.385 0.155  -0.092
O2 -2.954 -0.389 -1.202  -0.089

Values from the calculation:
- SMILES: C=C(C)[C@@H]1CN1.C1COCO1
- Spin multiplicity: 1
- Gap between HOMO and LUMO: 9.9 eV
- E_LUMO: 0.0321 Ha
- Charge: 0
- Relative energy (zero: lowest compared OMol25 entry of this formula, charge and spin): 86.80 kcal/mol

---

The M results, record by record, are as follows: 233.224, 167.236, 141.214, 157.213 g mol⁻¹.